A molecular structure, C40H40BBrF4N8OPReS. Source: OMol25; level of theory: wB97M-V/def2-TZVPD.

Results
Lowest unoccupied orbital energy (spin up / spin down) ... -2.4 / -3.7 eV
Total energy ... -5877.58577 hartree
Gap between HOMO and LUMO (spin up / spin down) ... 7.01 / 6.71 eV
Spin multiplicity ... 4
Net charge ... +1
HOMO (spin up / spin down) ... -9.360 / -10.407 eV
Molar mass ... 1064.8 g mol⁻¹

Last column: Mulliken charge in e.
Element x y z (Å)
Re1 0.22 0.07 -0.05  1.139
C1 -0.09 2.56 2.60  -0.722
C2 -1.19 2.37 1.64  0.467
C3 -2.40 3.06 1.62  -1.667
C4 -3.14 2.50 0.58  1.011
C5 -4.51 2.88 0.16  -1.630
N1 -2.39 1.54 0.02  1.052
N2 -1.20 1.46 0.65  0.949
B1 -2.85 0.47 -0.98  -0.760
N3 -2.62 -0.92 -0.35  0.981
N4 -1.41 -1.27 0.12  0.052
C6 -1.51 -2.51 0.62  0.738
C7 -0.39 -3.30 1.20  -1.546
C8 -2.82 -2.94 0.48  -1.408
C9 -3.50 -1.91 -0.14  0.950
C10 -4.94 -1.85 -0.51  -1.499
N5 -1.94 0.54 -2.22  0.558
N6 -0.61 0.35 -2.10  0.007
C11 -0.08 0.35 -3.34  0.505
C12 1.35 0.19 -3.71  -1.484
C13 -1.11 0.55 -4.25  -1.554
C14 -2.27 0.66 -3.51  0.905
C15 -3.65 0.90 -4.02  -1.526
H1 -0.46 3.07 3.49  0.540
H2 0.36 1.62 2.90  -0.133
H3 0.70 3.18 2.17  -0.039
H4 -2.69 3.85 2.27  0.599
H5 -4.82 3.78 0.68  0.435
H6 -4.55 3.07 -0.91  0.246
H7 -5.21 2.08 0.38  0.278
H8 -3.98 0.62 -1.28  -0.082
H9 0.33 -2.67 1.72  0.201
H10 -0.79 -4.04 1.88  0.429
H11 0.14 -3.82 0.40  0.228
H12 -3.22 -3.89 0.78  0.538
H13 -5.42 -2.79 -0.24  0.408
H14 -5.43 -1.04 0.03  0.300
H15 -5.06 -1.69 -1.58  0.231
H16 2.01 0.69 -3.00  0.160
H17 1.62 -0.86 -3.78  0.268
H18 1.50 0.63 -4.69  0.462
H19 -1.02 0.61 -5.32  0.586
H20 -3.61 1.02 -5.10  0.401
H21 -4.30 0.07 -3.78  0.247
H22 -4.07 1.80 -3.58  0.266
F1 6.78 -1.88 -2.23  -0.274
C16 5.79 -1.13 -1.78  0.415
C17 6.02 0.17 -1.32  0.410
F2 7.25 0.67 -1.31  -0.278
C18 4.96 0.94 -0.87  -0.386
F3 5.26 2.16 -0.43  -0.477
C19 3.63 0.49 -0.85  -0.720
P1 2.22 1.55 -0.26  1.470
C20 3.03 2.31 1.19  1.419
C21 3.82 1.52 2.03  -1.198
C22 4.38 2.07 3.16  -1.017
C23 4.17 3.40 3.47  -0.736
C24 3.42 4.20 2.62  -0.799
C25 2.84 3.65 1.48  -0.908
C26 2.09 2.94 -1.45  0.451
C27 3.14 3.80 -1.75  -0.437
C28 2.95 4.84 -2.64  -0.906
C29 1.72 5.04 -3.24  -0.815
C30 0.65 4.21 -2.92  -0.713
C31 0.84 3.17 -2.02  -0.332
C32 3.45 -0.84 -1.25  0.610
Br1 1.77 -1.72 -1.11  -0.001
C33 4.49 -1.62 -1.73  0.085
F4 4.23 -2.86 -2.13  -0.308
H23 4.00 0.48 1.80  0.586
H24 4.99 1.45 3.81  0.521
H25 4.61 3.82 4.36  0.443
H26 3.27 5.24 2.84  0.463
H27 2.25 4.28 0.82  0.512
H28 4.10 3.70 -1.28  0.523
H29 3.77 5.50 -2.86  0.464
H30 1.57 5.85 -3.94  0.416
H31 -0.32 4.38 -3.35  0.506
H32 0.00 2.55 -1.75  0.384
C34 2.41 -3.47 5.79  -1.317
C35 2.00 -2.11 5.35  0.980
C36 1.77 -1.05 6.23  -0.980
C37 1.34 0.15 5.68  -0.469
N7 1.18 0.31 4.37  -0.182
C38 1.47 -0.74 3.61  0.243
S1 1.56 -0.64 1.88  -0.221
N8 1.85 -1.93 4.05  -0.463
H33 2.71 -3.48 6.83  0.394
H34 3.23 -3.83 5.16  0.323
H35 1.58 -4.15 5.65  0.276
H36 1.92 -1.16 7.30  0.412
H37 1.11 1.01 6.29  0.546
C39 -2.01 -0.85 4.01  -1.211
C40 -2.38 -0.36 2.68  0.807
O1 -3.41 -0.07 2.16  -0.467
H38 -2.89 -1.06 4.62  0.458
H39 -1.41 -0.08 4.49  0.210
H40 -1.39 -1.74 3.92  0.204